1.
{"formula": "C21H22N4O5S", "method": "ωB97M-V/def2-TZVPD", "elements": ["C", "H", "O", "C", "C", "C", "C", "C", "C", "H", "H", "O", "C", "C", "O", "N", "C", "C", "C", "C", "C", "C", "H", "H", "S", "O", "O", "N", "C", "N", "C", "N", "C", "C", "H", "C", "H", "H", "H", "C", "H", "H", "H", "H", "H", "H", "H", "H", "H", "H", "H", "H", "H"], "xyz": [[-7.365, -2.496, 1.304], [-8.128, -3.264, 1.189], [-7.266, -1.866, 0.049], [-6.382, -0.841, -0.096], [-6.337, -0.247, -1.360], [-5.483, 0.801, -1.611], [-4.647, 1.285, -0.605], [-4.679, 0.694, 0.647], [-5.544, -0.361, 0.901], [-5.543, -0.795, 1.887], [-4.037, 1.034, 1.444], [-3.820, 2.331, -0.961], [-3.112, 2.982, 0.065], [-1.939, 2.165, 0.622], [-1.512, 2.331, 1.740], [-1.456, 1.289, -0.300], [-0.418, 0.373, -0.182], [-0.076, -0.376, -1.312], [0.956, -1.289, -1.251], [1.635, -1.468, -0.060], [1.298, -0.749, 1.069], [0.273, 0.178, 1.014], [0.003, 0.752, 1.884], [1.832, -0.932, 1.987], [3.032, -2.577, -0.043], [2.812, -3.672, -0.935], [3.428, -2.840, 1.305], [4.216, -1.637, -0.796], [4.475, -0.348, -0.388], [4.750, 0.538, -1.342], [5.002, 1.783, -0.955], [4.963, 2.218, 0.292], [4.691, 1.338, 1.254], [4.450, 0.004, 0.960], [4.265, -0.737, 1.716], [4.639, 1.856, 2.653], [5.008, 1.111, 3.353], [5.224, 2.767, 2.730], [3.606, 2.089, 2.912], [5.355, 2.769, -2.019], [5.034, 3.763, -1.721], [6.437, 2.782, -2.146], [4.901, 2.479, -2.961], [4.272, -1.771, -1.795], [1.236, -1.881, -2.108], [-0.622, -0.233, -2.233], [-1.935, 1.300, -1.195], [-3.766, 3.276, 0.894], [-2.703, 3.891, -0.390], [-5.449, 1.268, -2.582], [-6.990, -0.626, -2.129], [-7.675, -1.792, 2.084], [-6.420, -2.967, 1.594]], "nbo_charge": [-0.254, 0.202, -0.508, 0.356, -0.257, -0.226, 0.255, -0.287, -0.296, 0.222, 0.227, -0.506, -0.165, 0.658, -0.594, -0.606, 0.183, -0.233, -0.167, -0.396, -0.103, -0.262, 0.260, 0.233, 2.325, -0.926, -0.924, -0.842, 0.404, -0.513, 0.447, -0.501, 0.297, -0.371, 0.248, -0.653, 0.221, 0.237, 0.232, -0.649, 0.231, 0.231, 0.227, 0.431, 0.240, 0.216, 0.418, 0.210, 0.223, 0.225, 0.227, 0.176, 0.176], "multiplicity": 1, "relative_energy_ev": 0.8869, "mol_weight_g_mol": 442.5, "homo_energy_ev": -8.5, "smiles": "COc1ccc(OCC(=O)Nc2ccc(S(=O)(=O)Nc3cc(C)nc(C)n3)cc2)cc1"}

***

2.
{"formula": "C21H22N8O2Pt", "method": "ωB97M-V/def2-TZVPD", "elements": ["Pt", "O", "C", "N", "C", "C", "C", "C", "C", "C", "N", "C", "C", "C", "C", "C", "N", "H", "H", "H", "H", "H", "H", "H", "H", "H", "H", "C", "N", "C", "C", "O", "N", "C", "C", "H", "H", "H", "H", "H", "H", "H", "H", "H", "H", "H", "H", "N", "C", "C", "C", "N", "C", "N"], "xyz": [[0.698, -2.347, 0.052], [3.008, -5.317, 1.510], [2.383, -4.491, 0.863], [1.535, -3.567, 1.319], [1.208, -3.410, 2.716], [0.257, -2.247, 2.861], [-0.218, -1.837, 4.094], [-1.090, -0.764, 4.170], [-1.469, -0.115, 3.007], [-0.970, -0.563, 1.800], [-0.129, -1.604, 1.736], [2.511, -4.398, -0.649], [3.326, -5.255, -1.353], [3.396, -5.129, -2.733], [2.648, -4.148, -3.362], [1.849, -3.318, -2.596], [1.786, -3.444, -1.270], [2.105, -3.234, 3.319], [0.737, -4.314, 3.117], [0.103, -2.361, 4.985], [-1.463, -0.436, 5.131], [-2.138, 0.733, 3.009], [-1.223, -0.069, 0.872], [3.881, -5.998, -0.798], [4.028, -5.790, -3.312], [2.671, -4.016, -4.434], [1.246, -2.536, -3.035], [0.728, 2.569, 0.887], [-0.310, 3.529, 0.580], [-0.282, 4.737, 1.383], [-1.488, 3.025, 0.072], [-1.728, 1.817, 0.078], [-2.383, 3.934, -0.419], [-1.960, 5.168, -1.068], [-3.641, 3.395, -0.908], [1.688, 3.086, 0.901], [0.756, 1.797, 0.122], [0.577, 2.090, 1.863], [-0.087, 4.486, 2.432], [-1.237, 5.251, 1.334], [0.501, 5.420, 1.045], [-0.879, 5.261, -1.042], [-2.419, 6.040, -0.594], [-2.249, 5.137, -2.119], [-4.008, 2.629, -0.232], [-3.521, 2.955, -1.902], [-4.367, 4.207, -0.963], [-0.132, -1.075, -1.279], [-0.378, -0.351, -2.149], [-0.651, 0.506, -3.198], [-0.610, 1.905, -3.011], [-0.569, 3.049, -2.862], [-0.914, -0.064, -4.468], [-1.114, -0.528, -5.506]], "nbo_charge": [0.838, -0.632, 0.610, -0.607, -0.267, 0.249, -0.245, -0.137, -0.246, 0.074, -0.453, 0.142, -0.205, -0.139, -0.237, 0.070, -0.427, 0.228, 0.226, 0.230, 0.226, 0.242, 0.277, 0.258, 0.229, 0.240, 0.232, -0.398, -0.466, -0.406, 0.820, -0.718, -0.455, -0.410, -0.401, 0.199, 0.226, 0.174, 0.186, 0.219, 0.197, 0.227, 0.183, 0.215, 0.221, 0.201, 0.194, -0.558, 0.511, -0.595, 0.334, -0.408, 0.301, -0.369], "multiplicity": 1, "relative_energy_ev": 0.0000, "mol_weight_g_mol": 613.5, "homo_energy_ev": -7.8}

***

3.
{"formula": "C21H23AlN5O2S", "method": "ωB97M-V/def2-TZVPD", "elements": ["Al", "N", "C", "C", "C", "C", "N", "C", "N", "N", "C", "O", "O", "H", "H", "H", "H", "H", "H", "H", "H", "H", "H", "H", "H", "H", "H", "S", "C", "C", "C", "C", "C", "C", "H", "H", "H", "H", "H", "N", "C", "C", "C", "C", "C", "C", "C", "C", "C", "H", "H", "H", "H"], "xyz": [[0.703, -0.948, 1.104], [-0.890, -2.195, 0.609], [-0.880, -2.034, -0.872], [-1.741, -3.036, -1.658], [-2.921, -2.405, -2.416], [-2.535, -1.841, -3.786], [-1.341, -1.000, -3.752], [-1.291, 0.246, -3.306], [-2.410, 0.938, -3.080], [-0.106, 0.801, -3.063], [0.603, -1.946, -1.307], [0.916, -2.036, -2.480], [1.436, -1.734, -0.320], [-0.641, -3.150, 0.850], [-1.808, -2.024, 1.004], [-1.238, -1.016, -1.049], [-2.137, -3.772, -0.956], [-1.107, -3.586, -2.357], [-3.380, -1.626, -1.797], [-3.688, -3.161, -2.591], [-3.369, -1.296, -4.230], [-2.304, -2.660, -4.463], [-0.464, -1.504, -3.680], [-3.313, 0.558, -3.301], [-2.368, 1.885, -2.748], [0.723, 0.227, -3.085], [-0.038, 1.685, -2.591], [1.338, -1.020, 3.179], [2.956, -1.782, 2.998], [4.070, -1.072, 3.433], [5.330, -1.648, 3.342], [5.483, -2.921, 2.812], [4.371, -3.626, 2.376], [3.106, -3.064, 2.476], [3.944, -0.076, 3.838], [6.196, -1.094, 3.683], [6.468, -3.366, 2.742], [4.486, -4.623, 1.967], [2.233, -3.621, 2.161], [-2.107, 8.324, 2.399], [-1.785, 7.256, 2.119], [-1.391, 5.915, 1.773], [-1.167, 5.578, 0.442], [-0.804, 4.286, 0.110], [-0.663, 3.312, 1.098], [-0.874, 3.664, 2.437], [-1.236, 4.955, 2.773], [-0.306, 1.951, 0.803], [-0.030, 0.785, 0.599], [-1.271, 6.334, -0.325], [-0.607, 4.043, -0.926], [-0.748, 2.910, 3.203], [-1.400, 5.229, 3.807]], "nbo_charge": [1.656, -0.875, -0.176, -0.432, -0.410, -0.226, -0.579, 0.677, -0.774, -0.760, 0.813, -0.652, -0.830, 0.411, 0.417, 0.238, 0.232, 0.239, 0.200, 0.241, 0.208, 0.235, 0.453, 0.423, 0.425, 0.442, 0.423, -0.306, -0.168, -0.229, -0.189, -0.206, -0.214, -0.183, 0.227, 0.224, 0.224, 0.221, 0.197, -0.261, 0.256, -0.153, -0.148, -0.220, -0.068, -0.199, -0.151, 0.107, -0.695, 0.236, 0.202, 0.233, 0.242], "multiplicity": 1, "charge": 1, "mol_weight_g_mol": 436.5, "homo_energy_ev": -10.9}

***

4.
{"formula": "C21H23Cl5N5Tc", "method": "ωB97M-V/def2-TZVPD", "elements": ["Tc", "C", "C", "N", "C", "C", "N", "C", "C", "N", "C", "C", "N", "C", "C", "C", "C", "C", "C", "C", "N", "H", "H", "H", "H", "H", "H", "H", "H", "H", "H", "H", "H", "H", "H", "H", "H", "H", "H", "H", "H", "H", "H", "H", "Cl", "C", "C", "C", "Cl", "C", "Cl", "C", "Cl", "C", "Cl"], "xyz": [[-0.465, -0.206, 0.052], [1.143, -0.035, -3.954], [0.886, -0.016, -2.495], [-0.272, -0.262, -1.972], [-1.485, -0.642, -2.738], [-2.726, -0.234, -1.945], [-2.575, -0.422, -0.450], [-3.130, -1.701, 0.100], [-2.173, -2.831, -0.188], [-0.799, -2.474, 0.294], [-0.474, -2.928, 1.701], [-0.318, -1.745, 2.651], [0.436, -0.732, 1.879], [1.681, -0.458, 2.060], [2.462, -0.796, 3.279], [2.340, 0.110, 0.835], [3.660, 0.478, 0.669], [4.109, 0.774, -0.616], [3.258, 0.643, -1.713], [1.949, 0.280, -1.485], [1.526, 0.072, -0.228], [0.862, -1.002, -4.378], [2.183, 0.158, -4.197], [0.528, 0.728, -4.441], [-1.443, -1.718, -2.907], [-1.507, -0.163, -3.716], [-3.589, -0.794, -2.300], [-2.927, 0.823, -2.100], [-3.093, 0.340, -0.022], [-4.110, -1.902, -0.331], [-3.264, -1.561, 1.173], [-2.113, -3.033, -1.257], [-2.516, -3.749, 0.287], [-0.138, -2.950, -0.312], [0.451, -3.500, 1.654], [-1.252, -3.597, 2.066], [0.184, -2.042, 3.569], [-1.286, -1.337, 2.915], [1.851, -0.705, 4.174], [3.325, -0.141, 3.386], [2.839, -1.823, 3.217], [4.338, 0.517, 1.512], [5.139, 1.070, -0.769], [3.625, 0.818, -2.716], [-0.586, 2.647, -2.260], [-0.540, 2.901, -0.538], [-0.710, 1.843, 0.405], [-0.951, 2.264, 1.736], [-1.643, 1.149, 2.870], [-0.751, 3.559, 2.169], [-0.951, 3.986, 3.803], [-0.410, 4.541, 1.232], [-0.135, 6.121, 1.732], [-0.361, 4.215, -0.135], [-0.082, 5.460, -1.258]], "nbo_charge": [1.222, -0.715, 0.455, -0.446, -0.261, -0.244, -0.581, -0.242, -0.241, -0.625, -0.230, -0.256, -0.434, 0.416, -0.710, 0.159, -0.152, -0.084, -0.148, 0.140, -0.395, 0.283, 0.267, 0.286, 0.233, 0.262, 0.250, 0.250, 0.439, 0.254, 0.230, 0.222, 0.253, 0.421, 0.232, 0.247, 0.257, 0.238, 0.275, 0.269, 0.285, 0.273, 0.279, 0.272, 0.037, 0.040, -0.274, -0.050, 0.077, -0.110, 0.154, -0.018, 0.218, -0.135, 0.155], "multiplicity": 4, "charge": 3, "relative_energy_ev": 0.1609, "mol_weight_g_mol": 620.7, "homo_energy_ev": [-17.1, -17.1]}